No. 1
The ion C21H42N2O3PS2 with charge -1 at a distorted geometry, computed with ωB97M-V with the def2-TZVPD basis set.

Results
* frontier orbital gap: 7.13 eV
* max |F|: 9.65 eV/Å
* LUMO: 2.45 eV
* total energy: -62533.996 eV

Structure (ORCA input):
```
! wB97M-V def2-TZVPD RIJCOSX def2/J DEFGRID3
* xyz -1 1
S 0.314 -2.191 -5.531
S -0.302 -0.617 -0.115
P -0.252 -0.209 -2.265
O -2.254 4.300 5.636
O 6.194 -0.957 3.086
O -2.304 3.959 3.342
N -0.020 -1.968 -2.592
N 5.150 -1.139 0.965
C 3.652 -1.112 1.106
C -0.883 3.635 -0.374
C 5.662 -1.729 2.227
C 2.519 -0.909 -1.320
C 1.648 -0.012 -2.327
C 0.149 2.498 -0.956
C -4.271 -1.977 -1.644
C 5.528 -2.085 -0.144
C -2.196 -0.439 -2.179
C -0.215 4.366 0.895
C -1.588 2.868 2.685
C -2.682 3.597 4.672
C 0.065 -2.243 -3.861
C -3.621 2.284 4.899
C -4.476 -3.135 -0.500
C 5.630 -3.306 2.550
C -2.673 -1.977 -2.032
C -0.586 1.661 -2.070
C 3.098 -0.079 -0.029
C -5.226 -2.378 -2.874
C -0.135 3.433 2.224
H -2.683 0.124 -3.061
H -0.933 4.431 -1.222
H -2.480 0.036 -1.155
H 1.981 -0.333 -3.400
H -4.630 2.582 5.359
H 2.283 0.556 0.478
H -0.198 -2.016 -0.061
H 0.252 4.060 3.107
H 4.815 -3.868 1.974
H -2.176 2.471 1.784
H -3.720 -3.982 -0.727
H -0.690 5.400 1.134
H -0.360 -0.013 -3.714
H 5.441 -3.469 3.679
H -2.585 -2.453 -3.070
H -4.196 -2.719 0.536
H 3.194 -2.164 0.904
H -5.379 -1.472 -3.586
H -4.813 -3.292 -3.447
H 4.868 -3.038 -0.169
H 2.079 -1.925 -1.035
H 6.613 -2.430 0.089
H -1.380 1.966 3.375
H 3.495 -1.170 -1.908
H 0.590 2.542 2.047
H -1.938 3.229 -0.199
H -0.299 2.133 -3.099
H 2.046 1.061 -2.244
H -3.016 1.581 5.587
H -6.248 -2.728 -2.446
H 5.557 -1.591 -1.181
H 0.646 2.002 -0.068
H 3.915 0.650 -0.382
H 3.306 -0.776 2.150
H 6.637 -3.797 2.293
H 0.893 4.607 0.629
H -4.600 -0.983 -1.160
H -5.545 -3.577 -0.508
H -1.726 1.894 -1.996
H 0.982 3.131 -1.471
H -3.755 1.753 3.894
H -2.168 -2.558 -1.188
*
```

Atom charges from the Löwdin analysis, given in e for atoms 1 to 6:
1 S 0.48
2 S 0.47
3 P 0.29
4 O 0.03
5 O 0.01
6 O -0.08

No. 2
A structure of composition C21H42O21 at a distorted geometry, computed with ωB97M-V with the def2-TZVPD basis set.

Results
* relative energy (zero: lowest compared OMol25 entry of this formula, charge and spin): 584.89 kcal per mole
* frontier orbital gap: 9.33 eV
* max |F|: 12.73 eV/Å
* LUMO: 0.55 eV
* total energy: -65430.475 eV

Structure (ORCA input):
```
! wB97M-V def2-TZVPD RIJCOSX def2/J DEFGRID3
* xyz 0 1
O -0.507 -0.921 -1.169
O -0.116 -2.774 1.511
O -3.289 0.476 2.550
O -1.281 -1.725 -4.231
O 3.884 -0.351 0.575
O 1.700 -1.442 -0.810
O -0.678 -3.315 -0.489
O -2.803 1.031 4.516
O -1.899 -3.692 -3.272
O 0.736 -0.012 0.520
O -1.686 -3.318 -5.504
O 5.059 -0.130 2.405
O -3.730 2.442 -1.121
O 2.359 2.816 0.343
O 2.780 4.107 2.210
O -2.294 0.743 -1.741
O -1.512 -0.573 3.511
O 4.059 1.649 1.636
O 4.145 4.051 0.401
O -2.270 2.666 -2.921
O -2.288 -2.320 0.854
C 1.194 2.263 0.984
C 5.736 0.658 3.412
C -2.234 -4.567 -5.849
C -2.255 0.855 5.862
C -0.851 -1.095 -3.079
C -0.387 0.739 0.937
C 1.697 -2.407 -1.793
C 0.542 -0.844 -0.526
C -0.240 -2.058 2.757
C 4.368 0.453 1.563
C -2.656 4.004 -3.178
C -2.737 -0.091 -0.706
C -2.853 1.968 -1.894
C -2.419 0.218 3.509
C 4.969 5.123 0.892
C -1.622 -2.993 -4.228
C 3.063 0.150 -0.488
C 3.060 3.706 1.049
C -3.287 -0.391 1.479
C -1.467 -3.331 -1.638
C -1.141 -2.777 0.689
H 1.536 -1.957 -2.772
H -4.134 -0.335 0.795
H -3.736 -0.409 -1.006
H -2.618 4.638 -2.292
H -0.139 1.509 1.668
H 5.098 0.811 4.282
H -0.727 -0.044 -3.343
H 2.127 0.545 -0.095
H -1.533 -1.025 -2.231
H -1.935 -2.347 -1.641
H -2.930 0.447 0.222
H -2.157 -0.991 -0.500
H 5.974 1.698 3.189
H -2.835 -5.130 -5.135
H -3.174 -1.448 1.720
H -2.970 -4.381 -6.631
H 5.239 5.017 1.943
H 0.070 -1.573 -2.746
H -2.957 1.286 6.576
H 1.541 1.601 1.778
H 0.886 -3.116 -1.630
H 4.424 6.048 0.709
H -1.477 -5.201 -6.310
H -1.861 4.392 -3.815
H -2.458 -0.037 0.865
H 0.730 -1.610 2.970
H 3.593 0.981 -0.954
H -1.250 1.265 5.958
H -0.931 1.181 0.102
H 0.738 1.731 0.149
H -0.599 -2.715 3.550
H 2.743 -0.494 -1.307
H -0.945 -1.229 2.701
H -2.308 -4.021 -1.560
H -3.654 4.053 -3.613
H 2.670 -2.898 -1.774
H -0.819 -3.410 -2.511
H 5.946 5.061 0.413
H -2.109 -0.168 6.211
H -1.076 0.096 1.484
H 6.691 0.206 3.683
H 0.473 2.984 1.369
*
```

Atom charges from the Löwdin analysis, given in e for atoms 1 to 6:
1 O -0.09
2 O 0.04
3 O 0.10
4 O 0.10
5 O 0.06
6 O -0.06

No. 3
A cluster of 5 separate species, C21H43BIO14 in total at a distorted geometry, computed with ωB97M-V with the def2-TZVPD basis set.

Results
* frontier orbital gap: 6.47 eV
* max |F|: 2.39 eV/Å
* LUMO: 2.27 eV
* total energy: -59919.765 eV

Structure (ORCA input):
```
! wB97M-V def2-TZVPD RIJCOSX def2/J DEFGRID3
* xyz -1 1
I 5.161 -1.381 0.063
O -4.664 0.914 -3.142
O -2.886 3.573 3.670
O 1.420 -1.856 -4.596
O 1.634 0.090 -3.470
O -5.992 2.316 -4.095
O -3.149 2.494 5.633
O 2.913 0.250 2.549
O 0.068 -4.288 0.995
O -1.159 3.049 5.026
O 0.808 -1.606 -2.440
O 2.148 -5.103 1.283
O 1.904 1.955 1.330
O 0.572 -5.848 2.548
O -4.278 1.476 -5.294
C 6.074 0.589 2.220
C 0.315 -2.944 -2.462
C 4.241 1.513 0.609
C -0.801 -5.884 2.948
C 2.562 -4.301 0.174
C -4.910 1.556 -4.278
C -0.235 3.670 4.111
C 1.185 0.806 1.026
C -0.312 5.181 4.180
C -6.314 3.133 -5.217
C -2.434 3.089 4.671
C 1.582 -0.101 2.265
C 1.306 -1.190 -3.601
C 0.852 -5.005 1.555
C -4.555 2.550 5.415
C -1.664 -6.620 1.942
C 5.531 0.655 0.779
C -3.506 0.064 -3.148
C 2.160 0.717 -4.642
C 1.078 1.000 -5.665
C -2.217 0.858 -3.087
B 3.235 1.554 1.912
H 1.489 1.545 -6.516
H -0.570 -3.008 -3.096
H 4.487 2.544 0.308
H 1.629 -1.184 2.060
H -2.217 1.522 -2.222
H 5.535 -0.165 2.799
H 0.109 0.937 0.869
H 3.643 -4.373 0.100
H 6.307 1.044 0.107
H 7.113 0.227 2.160
H 1.080 -3.639 -2.807
H 0.277 1.593 -5.218
H -1.678 -6.107 0.982
H 2.292 -3.257 0.320
H 3.457 2.497 2.655
H 1.597 0.256 0.156
H -4.819 2.137 4.443
H 0.629 0.079 -6.034
H -1.358 0.190 -3.018
H -5.547 3.895 -5.358
H -1.167 -4.872 3.129
H 2.967 0.114 -5.062
H 0.842 0.074 3.070
H -1.290 5.545 3.863
H -5.025 1.951 6.192
H -2.690 -6.698 2.304
H -7.260 3.622 -4.998
H 0.445 5.629 3.536
H -2.092 1.483 -3.971
H 2.120 -4.685 -0.747
H -3.589 -0.559 -2.259
H -4.908 3.578 5.498
H -1.272 -7.624 1.767
H 6.048 1.563 2.713
H 0.757 3.343 4.415
H 0.039 -3.202 -1.441
H -6.425 2.536 -6.121
H -3.532 -0.599 -4.014
H -0.397 3.301 3.099
H -0.156 5.526 5.205
H 3.680 1.072 -0.231
H -0.820 -6.412 3.900
H 2.597 1.656 -4.305
*
```

Atom charges from the Löwdin analysis, given in e for atoms 1 to 6:
1 I 0.75
2 O 0.04
3 O 0.12
4 O 0.12
5 O 0.04
6 O 0.01

No. 4
A structure of composition C21H43F3N3O6Zr at a distorted geometry, computed with ωB97M-V with the def2-TZVPD basis set.

Results
* frontier orbital gap: 3.20 eV
* max |F|: 5.35 eV/Å
* LUMO: -12.93 eV
* total energy: -48636.275 eV

Structure (ORCA input):
```
! wB97M-V def2-TZVPD RIJCOSX def2/J DEFGRID3
* xyz 3 1
Zr 1.359 1.110 -1.344
F 5.198 -0.959 -2.061
F 5.670 -1.090 -4.182
F 4.072 -2.283 -3.344
O 2.860 0.280 -2.521
O 1.341 -1.020 -0.585
O -0.060 0.304 0.324
O -1.593 3.050 1.381
O 2.955 -0.273 -4.713
O 0.054 -1.804 1.128
N -0.562 -5.209 -2.823
N 1.115 -4.317 -3.853
N 0.005 2.778 -0.558
C 1.519 4.699 0.276
C -1.767 1.378 5.481
C 1.183 -3.897 -2.539
C 3.714 0.048 -3.590
C -0.601 4.043 1.480
C 0.583 3.573 0.637
C 4.695 -1.091 -3.288
C -2.822 -5.170 -1.839
C 0.424 -0.891 0.302
C 2.043 -3.998 -4.959
C 2.729 -0.610 -7.041
C -3.234 4.565 7.102
C 0.110 -4.432 -1.912
C 0.080 -5.135 -3.974
C -2.715 3.185 2.251
C -1.778 -6.000 -2.546
C -1.040 -0.746 4.237
C -2.870 2.238 6.089
C -2.176 0.065 4.843
C 3.402 0.235 -5.969
C -2.248 3.497 6.667
H -2.455 3.277 3.307
H -0.665 -1.314 1.603
H 1.605 -4.266 -5.910
H -3.998 4.781 6.347
H -3.442 1.751 6.883
H 2.186 -2.918 -4.886
H 4.279 0.945 -3.872
H -1.204 2.002 4.772
H -3.023 -4.286 -2.449
H 3.004 -0.232 -8.025
H -0.821 -0.329 3.231
H -0.157 -4.463 -0.872
H 1.044 5.651 0.045
H 2.235 4.367 -0.488
H -0.909 2.520 -0.072
H -2.756 5.486 7.432
H -1.571 3.289 7.500
H -2.785 -0.532 5.533
H -2.475 -4.767 -0.887
H -3.006 0.224 4.132
H -3.423 3.959 1.956
H 1.970 -3.232 -2.232
H 3.012 -4.412 -4.695
H -1.043 1.120 6.264
H -0.115 -0.466 4.747
H -1.427 -6.859 -1.962
H -1.581 3.995 5.944
H 4.468 0.101 -6.165
H -0.995 5.017 1.166
H -3.720 -5.741 -1.630
H -3.876 4.239 7.931
H -1.254 -1.805 4.147
H 3.160 1.274 -6.207
H -0.379 3.424 -1.265
H 1.639 -0.625 -6.980
H -2.096 -6.541 -3.437
H -0.318 4.158 2.531
H 3.033 -1.657 -6.989
H 2.177 4.952 1.112
H 1.056 2.806 1.268
H -3.626 2.422 5.315
H -3.211 2.217 2.181
H -0.182 -5.653 -4.882
*
```

Atom charges from the Löwdin analysis, given in e for atoms 1 to 6:
1 Zr 2.33
2 F 0.18
3 F 0.21
4 F 0.15
5 O -0.28
6 O -0.07

No. 5
A structure of composition C21H43GaN2P3Se at a distorted geometry, computed with ωB97M-V with the def2-TZVPD basis set.

Results
* relative energy (zero: lowest compared OMol25 entry of this formula, charge and spin): 6.58 kcal per mole
* frontier orbital gap: 5.74 eV
* max |F|: 2.31 eV/Å
* LUMO: -9.51 eV
* total energy: -171019.119 eV

Structure (ORCA input):
```
! wB97M-V def2-TZVPD RIJCOSX def2/J DEFGRID3
* xyz 3 1
Se -0.110 0.180 -3.113
Ga -0.777 -0.018 0.787
P -0.135 2.311 0.571
P 0.006 -2.353 0.633
P -3.121 -0.169 0.337
N 0.034 -0.088 5.033
N -0.079 -0.102 2.852
C 3.706 -0.101 -5.020
C 3.397 0.141 -6.353
C -0.707 0.281 3.966
C 1.327 0.152 -4.416
C 2.077 0.363 -6.746
C 2.670 -0.096 -4.087
C 1.779 -2.799 0.706
C 1.166 -0.758 4.581
C -0.712 2.991 -1.019
C 1.622 2.835 0.679
C 3.468 0.005 -1.002
C 1.050 0.357 -5.786
C -1.971 1.057 4.179
C -3.941 1.345 0.978
C -0.938 3.336 1.845
C 4.158 0.042 0.150
C -3.308 -0.276 -1.496
C -0.616 -3.105 -0.911
C 1.114 -0.745 3.236
C -0.715 -3.366 1.997
C -3.829 -1.635 1.184
H -0.678 4.404 1.705
H -3.437 2.236 0.574
H -1.723 1.984 4.713
H 4.273 0.958 0.708
H 0.622 0.070 -1.741
H -2.764 -1.153 -1.883
H -3.431 -2.575 0.770
H 4.429 -0.863 0.681
H 2.888 -0.270 -3.046
H -3.907 1.343 2.074
H -1.805 2.988 -1.090
H 1.919 -1.159 5.223
H -0.591 3.037 2.856
H -2.431 1.285 3.219
H 1.833 -1.151 2.533
H 2.958 0.858 -1.448
H 4.187 0.151 -7.084
H -0.663 -4.430 1.724
H -2.671 0.471 4.789
H 2.399 -2.051 0.190
H -1.756 -3.087 2.176
H 4.731 -0.295 -4.690
H 1.950 2.766 1.721
H 2.128 -2.868 1.748
H 2.274 2.196 0.074
H -0.323 2.407 -1.871
H -4.985 1.357 0.659
H -0.202 -4.117 -0.953
H -0.005 0.517 -6.060
H -0.210 0.138 6.001
H -4.924 -1.623 1.067
H -0.154 -3.226 2.928
H -2.907 0.638 -1.964
H -2.041 3.238 1.827
H 1.728 3.879 0.353
H 3.244 -0.969 -1.440
H -4.379 -0.371 -1.738
H -3.599 -1.570 2.257
H -0.294 -2.529 -1.789
H 1.805 0.540 -7.788
H 1.943 -3.788 0.257
H -0.338 4.018 -1.080
H -1.711 -3.166 -0.928
*
```

Atom charges from the Löwdin analysis, given in e for atoms 1 to 6:
1 Se 0.88
2 Ga 0.39
3 P 0.78
4 P 0.80
5 P 0.79
6 N 0.15

No. 6
A structure of composition C21H43GdN2P3Se at a distorted geometry, computed with ωB97M-V with the def2-TZVPD basis set.

Results
* relative energy (zero: lowest compared OMol25 entry of this formula, charge and spin): 0.00 kcal per mole
* frontier orbital gap (spin up / spin down): 4.90 / 6.56 eV
* max |F|: 4.18 eV/Å
* LUMO (spin up / spin down): -11.30 / -9.65 eV
* total energy: -139475.867 eV
* expectation value of S²: 16.00

Structure (ORCA input):
```
! wB97M-V def2-TZVPD RIJCOSX def2/J DEFGRID3
* xyz 3 8
Gd 0.852 0.066 -0.547
Se -1.583 -2.274 0.105
P 1.694 -1.057 1.784
P -0.889 1.448 2.101
P -1.652 1.014 -1.434
N 2.083 2.180 -0.587
N 2.896 4.186 -0.032
C 3.136 5.466 0.654
C -3.389 -5.289 -2.189
C -1.754 2.790 -1.896
C -3.084 -4.298 -1.250
C -0.690 -4.577 -1.650
C -2.264 0.623 3.020
C 1.445 -1.960 -2.722
C -1.758 -3.893 -1.027
C 1.972 3.254 0.233
C 3.118 -0.396 2.710
C -0.977 -5.583 -2.604
C 0.161 1.837 3.542
C 2.442 -2.523 0.975
C -2.319 -5.889 -2.858
C -3.360 0.860 -0.849
C 0.821 -1.915 3.114
C 3.147 2.475 -1.456
C -1.925 0.278 -3.083
C -1.693 3.092 1.898
C 2.117 -0.871 -2.202
C 3.636 3.701 -1.107
H 3.109 -2.937 1.746
H -3.601 -0.162 -0.529
H 0.354 0.944 4.155
H -1.137 3.710 1.184
H -2.520 1.227 3.905
H -2.134 -0.793 -3.004
H 0.446 -1.229 3.879
H 3.923 -0.094 2.031
H -2.783 0.802 -3.527
H -0.137 -6.038 -3.153
H 3.012 -2.300 0.061
H -0.019 -2.483 2.690
H -3.586 1.513 0.003
H 3.502 1.791 -2.237
H -3.148 0.513 2.378
H -3.876 -3.777 -0.713
H 3.136 6.288 -0.065
H 0.677 -1.865 -3.532
H 1.847 -2.977 -2.617
H 1.682 0.114 -2.548
H 1.541 -2.611 3.568
H -2.507 2.891 -2.694
H -2.978 -1.760 -0.482
H -1.946 -0.374 3.345
H -0.777 3.135 -2.254
H -4.433 -5.563 -2.357
H 2.366 5.634 1.412
H -0.367 2.583 4.161
H -2.583 -6.667 -3.557
H 1.121 2.252 3.209
H 4.124 5.479 1.123
H 0.347 -4.306 -1.422
H -4.047 1.105 -1.682
H -1.708 3.600 2.876
H 1.676 -3.269 0.730
H -2.047 3.408 -1.038
H 2.822 0.470 3.315
H 3.087 -0.848 -1.718
H 3.474 -1.209 3.356
H 1.245 3.355 1.023
H -1.046 0.415 -3.717
H 4.433 4.297 -1.483
H -2.727 2.989 1.537
*
```

Atom charges from the Löwdin analysis, given in e for atoms 1 to 6:
1 Gd 1.05
2 Se 0.79
3 P 0.66
4 P 0.73
5 P 0.66
6 N -0.12